No. 1
Molecular formula: C3H2ClNO
Method: DFT, ωB97M-V/def2-TZVPD

Last column: natural (NBO) charge in e.
CARTESIAN COORDINATES (ANGSTROEM)
C (-0.631, -0.246, -0.897)  0.154
C (-0.125, 0.845, -0.019)  0.469
C (0.032, -0.364, 0.904)  0.142
N (-0.729, -1.195, 0.042)  -0.365
O (-0.137, 2.026, 0.120)  -0.453
Cl (2.248, -0.207, -0.181)  -0.433
H (-0.786, -0.134, -1.964)  0.229
H (0.128, -0.726, 1.995)  0.257

Atoms 1-2, force components in eV/Å:
C -0.51 -0.31 -0.08
C 0.15 0.67 1.85

Computed properties:
LUMO (alpha / beta) (eV): -2.34 / -2.34
Energy (eV): -19199.044
ΔE to the lowest compared entry with this formula, charge and spin (kJ/mol): 347.2
Gap between HOMO and LUMO (alpha / beta) (eV): 8.082 / 8.085


No. 2
Molecular formula: C49H34BClO19PS
Method: DFT, ωB97M-V/def2-TZVPD

Last column: Löwdin charge in e.
CARTESIAN COORDINATES (ANGSTROEM)
O (-0.611, 1.559, 2.663)  -0.010
C (-1.096, 0.607, 2.007)  -0.790
O (-1.223, -0.565, 2.407)  -0.069
B (-1.489, 1.062, 0.571)  -0.738
S (-3.252, 1.427, 0.149)  0.736
P (-0.111, 1.283, -0.807)  0.538
O (0.703, 2.580, -0.216)  -0.372
Cl (1.237, -0.268, -0.559)  0.243
H (-3.365, 2.683, 0.583)  -0.152
H (0.552, 3.349, -0.764)  0.015
C (-1.654, -3.195, 1.305)  0.035
C (-1.726, -4.287, 2.064)  0.023
C (-1.364, -5.621, 1.533)  -0.395
O (-1.432, -6.621, 2.220)  0.080
C (-0.911, -5.700, 0.119)  0.013
C (-0.834, -4.614, -0.643)  0.021
C (-1.204, -3.278, -0.108)  -0.372
O (-1.136, -2.283, -0.793)  0.061
H (-1.900, -2.201, 1.675)  0.087
H (-2.044, -4.251, 3.098)  0.121
H (-0.650, -6.685, -0.247)  0.115
H (-0.509, -4.651, -1.675)  0.106
C (-2.770, 4.853, 4.530)  0.024
C (-2.447, 4.886, 5.819)  0.012
C (-2.273, 3.635, 6.601)  -0.393
O (-1.980, 3.672, 7.779)  0.083
C (-2.470, 2.350, 5.892)  0.022
C (-2.795, 2.314, 4.602)  0.029
C (-2.974, 3.563, 3.822)  -0.368
O (-3.265, 3.527, 2.650)  0.081
H (-2.901, 5.751, 3.940)  0.118
H (-2.294, 5.813, 6.356)  0.115
H (-2.332, 1.451, 6.479)  0.121
H (-2.935, 1.387, 4.061)  0.122
C (-6.243, -0.903, -0.578)  0.028
C (-6.925, -2.042, -0.486)  0.019
C (-8.167, -2.261, -1.266)  -0.394
O (-8.793, -3.297, -1.183)  0.092
C (-8.621, -1.163, -2.157)  0.011
C (-7.941, -0.024, -2.252)  0.018
C (-6.697, 0.196, -1.469)  -0.384
O (-6.073, 1.227, -1.551)  0.091
H (-5.334, -0.719, -0.017)  0.094
H (-6.612, -2.855, 0.157)  0.121
H (-9.529, -1.346, -2.718)  0.117
H (-8.254, 0.788, -2.895)  0.118
C (0.620, -0.828, -4.157)  0.031
C (0.586, -1.962, -4.851)  0.023
C (0.500, -1.964, -6.326)  -0.387
O (0.465, -3.005, -6.951)  0.079
C (0.453, -0.650, -7.016)  0.012
C (0.489, 0.489, -6.330)  0.020
C (0.577, 0.494, -4.844)  -0.377
O (0.605, 1.530, -4.222)  0.088
H (0.676, -0.821, -3.074)  0.052
H (0.613, -2.932, -4.371)  0.119
H (0.390, -0.676, -8.096)  0.116
H (0.455, 1.458, -6.812)  0.118
C (-0.833, -6.762, -7.686)  0.022
C (-0.552, -6.222, -6.504)  0.022
C (-1.437, -6.433, -5.331)  -0.380
O (-1.183, -5.941, -4.253)  0.102
C (-2.647, -7.271, -5.527)  0.021
C (-2.927, -7.811, -6.709)  0.017
C (-2.041, -7.600, -7.882)  -0.390
O (-2.297, -8.095, -8.959)  0.097
H (-0.202, -6.618, -8.553)  0.122
H (0.321, -5.604, -6.339)  0.110
H (-3.278, -7.413, -4.659)  0.122
H (-3.803, -8.425, -6.874)  0.119
C (2.881, 6.409, 0.808)  0.031
C (4.207, 6.381, 0.740)  0.015
C (4.902, 5.972, -0.505)  -0.376
O (6.114, 5.933, -0.568)  0.093
C (4.060, 5.604, -1.673)  0.021
C (2.732, 5.625, -1.600)  0.021
C (2.040, 6.029, -0.348)  -0.390
O (0.833, 6.019, -0.255)  0.104
H (2.354, 6.690, 1.711)  0.126
H (4.835, 6.639, 1.576)  0.096
H (4.586, 5.307, -2.571)  0.119
H (2.099, 5.344, -2.433)  0.122
C (6.412, 1.930, 3.895)  0.028
C (5.714, 3.062, 3.889)  0.009
C (6.194, 4.253, 3.146)  -0.347
O (5.557, 5.286, 3.138)  0.082
C (7.474, 4.138, 2.404)  0.019
C (8.171, 3.006, 2.412)  0.016
C (7.696, 1.813, 3.158)  -0.377
O (8.334, 0.782, 3.162)  0.092
H (6.081, 1.049, 4.429)  0.105
H (4.773, 3.165, 4.416)  0.117
H (7.797, 5.018, 1.863)  0.116
H (9.107, 2.898, 1.880)  0.116
C (4.048, -0.454, 5.187)  0.025
C (3.337, -1.572, 5.271)  0.023
C (2.074, -1.743, 4.500)  -0.369
O (1.439, -2.773, 4.585)  0.109
C (1.637, -0.618, 3.637)  0.050
C (2.354, 0.504, 3.560)  0.050
C (3.610, 0.673, 4.321)  -0.301
O (4.278, 1.690, 4.251)  -0.064
H (4.970, -0.309, 5.737)  0.116
H (3.638, -2.406, 5.894)  0.118
H (0.712, -0.749, 3.070)  0.093
H (2.046, 1.335, 2.938)  0.120

Atoms 1-2, force components in eV/Å:
O 0.03 0.57 -0.05
C 0.11 0.10 -0.09

Computed properties:
LUMO (eV): -0.17
Energy (eV): -123582.013
Charge: -1
Gap between HOMO and LUMO (eV): 4.879


No. 3
Molecular formula: CH8N5
Method: DFT, ωB97M-V/def2-TZVPD

Last column: natural (NBO) charge in e.
CARTESIAN COORDINATES (ANGSTROEM)
N (2.153, 0.112, 0.582)  -0.701
N (1.203, -0.140, -0.699)  -0.325
N (0.071, 0.671, -0.545)  -0.451
C (-1.053, 0.058, -0.054)  0.668
N (-0.987, -1.257, 0.007)  -0.768
N (-2.142, 0.729, 0.245)  -0.764
H (2.815, 0.912, 0.615)  0.376
H (2.637, -0.765, 0.534)  0.374
H (1.692, 0.246, -1.511)  0.375
H (0.398, 1.636, -0.427)  0.419
H (-0.169, -1.564, -0.556)  0.466
H (-1.753, -1.739, 0.491)  0.436
H (-3.018, 0.130, 0.527)  0.440
H (-2.290, 1.771, 0.148)  0.455

Atoms 1-2, force components in eV/Å:
N -2.06 -0.79 -1.59
N 2.26 1.41 1.86

Computed properties:
LUMO (eV): -3.14
Energy (eV): -8609.128
SMILES string: NNNC(N)=[NH2+]
ΔE to the lowest compared entry with this formula, charge and spin (kJ/mol): 227.4
Charge: +1
Gap between HOMO and LUMO (eV): 11.230


No. 4
Molecular formula: C4H9NO3
Method: DFT, ωB97M-V/def2-TZVPD

Last column: natural (NBO) charge in e.
CARTESIAN COORDINATES (ANGSTROEM)
O (0.352, -0.463, 2.076)  -0.520
C (0.826, 0.289, 1.159)  0.495
N (0.331, 1.352, 0.514)  -0.170
C (-1.082, 1.370, 0.569)  -0.011
O (-1.729, 1.964, -0.451)  -0.636
C (2.064, -0.083, 0.626)  -0.277
C (2.508, -1.346, 0.305)  -0.224
H (-1.428, 0.195, 0.543)  0.324
H (-1.389, 1.795, 1.563)  0.306
H (-0.876, -1.830, -0.887)  0.011
H (2.448, 0.789, 0.142)  0.215
H (3.306, -1.362, -0.418)  0.215
H (-0.375, -1.394, -1.207)  -0.013
H (2.089, -2.227, 0.906)  0.235
H (-2.691, -0.126, -2.631)  0.439
H (-1.978, 1.226, -1.055)  0.503
O (-2.375, -0.149, -1.755)  -0.891

Atoms 1-2, force components in eV/Å:
O -0.44 2.66 -1.86
C 0.05 -5.00 5.05

Computed properties:
LUMO (eV): -5.08
Energy (eV): -11916.946
ΔE to the lowest compared entry with this formula, charge and spin (kJ/mol): 1022.3
Gap between HOMO and LUMO (eV): 4.274


No. 5
Molecular formula: H20O10
Method: DFT, ωB97M-V/def2-TZVPD

Last column: natural (NBO) charge in e.
CARTESIAN COORDINATES (ANGSTROEM)
O (-2.462, 0.175, -0.545)  -0.996
H (-2.564, 0.971, -1.082)  0.485
H (-2.111, -0.508, -1.167)  0.503
O (2.799, -1.533, -1.819)  -0.945
H (3.259, -1.768, -1.003)  0.475
H (2.174, -2.253, -1.965)  0.482
O (0.370, 0.269, 0.487)  -0.956
H (1.187, 0.059, 0.019)  0.470
H (-0.083, -0.582, 0.583)  0.491
O (0.145, 1.871, -1.873)  -0.985
H (1.067, 2.156, -1.788)  0.483
H (-0.082, 1.483, -1.009)  0.487
O (2.982, 1.364, -1.505)  -0.955
H (3.360, 1.486, -0.625)  0.466
H (2.731, 0.425, -1.541)  0.487
O (-1.192, 3.384, 0.749)  -0.948
H (-0.966, 2.587, 1.246)  0.480
H (-0.463, 3.515, 0.131)  0.461
O (-2.453, 1.151, 2.079)  -0.987
H (-1.723, 0.812, 2.621)  0.477
H (-2.255, 0.837, 1.176)  0.488
O (-0.576, -3.327, 0.266)  -0.966
H (-1.341, -3.658, 0.755)  0.497
H (0.186, -3.579, 0.801)  0.484
O (-0.190, 0.266, 3.518)  -0.951
H (0.569, 0.067, 2.956)  0.482
H (0.140, 0.196, 4.421)  0.480
O (-1.106, -1.681, -1.901)  -0.970
H (-0.877, -2.433, -1.321)  0.499
H (-0.524, -1.753, -2.665)  0.483

Atoms 1-2, force components in eV/Å:
O 0.01 -0.32 -0.64
H 0.01 -0.02 0.12

Computed properties:
LUMO (eV): -0.80
Energy (eV): -20800.063
SMILES string: O.O.O.O.O.O.O.O.O.O
ΔE to the lowest compared entry with this formula, charge and spin (kJ/mol): 246.0
Gap between HOMO and LUMO (eV): 8.959


No. 6
Molecular formula: C6H6NO3S
Method: DFT, ωB97M-V/def2-TZVPD

Last column: natural (NBO) charge in e.
CARTESIAN COORDINATES (ANGSTROEM)
C (0.683, -1.291, 0.134)  -0.648
C (0.221, 0.000, -0.488)  -0.339
S (-1.125, -0.378, -1.655)  0.140
C (-2.151, 0.182, -0.226)  -0.013
C (-3.080, -0.932, 0.351)  0.726
O (-4.258, -0.845, -0.099)  -0.760
O (-2.584, -1.771, 1.133)  -0.739
N (-2.513, 1.595, -0.477)  -0.637
C (-1.408, 2.173, -0.040)  0.696
O (-1.091, 3.312, 0.177)  -0.631
C (-0.620, 0.850, 0.459)  -0.300
H (-0.185, -1.796, 0.588)  0.267
H (1.255, -1.273, 1.113)  0.196
H (1.332, -1.946, -0.585)  0.202
H (1.056, 0.496, -0.936)  0.200
H (-3.418, 1.867, -0.791)  0.418
H (-0.515, 0.776, 1.498)  0.220

Atoms 1-2, force components in eV/Å:
C 1.19 -1.91 1.32
C 0.20 0.10 0.25

Computed properties:
LUMO (eV): 3.28
Energy (eV): -24787.343
SMILES string: C[C@H]1S[C@]2(C(=O)[O-])NC(=O)[C@H]12
ΔE to the lowest compared entry with this formula, charge and spin (kJ/mol): 190.5
Charge: -1
Gap between HOMO and LUMO (eV): 8.103


No. 7
Molecular formula: C2H7ClN2
Method: DFT, ωB97M-V/def2-TZVPD

Last column: natural (NBO) charge in e.
CARTESIAN COORDINATES (ANGSTROEM)
C (-1.800, -0.011, 0.188)  -0.606
C (-0.759, -0.981, -0.374)  -0.278
N (2.830, 1.320, -0.112)  -0.870
N (0.380, -1.092, 0.475)  -0.506
Cl (1.798, -0.522, -0.109)  0.557
H (-1.418, 1.008, 0.168)  0.203
H (-2.711, -0.061, -0.406)  0.210
H (-2.028, -0.280, 1.217)  0.216
H (-1.190, -1.991, -0.360)  0.217
H (-0.508, -0.727, -1.412)  0.179
H (3.298, 1.302, 0.785)  0.338
H (2.107, 2.034, -0.059)  0.339

Atoms 1-2, force components in eV/Å:
C 0.13 -0.15 -0.14
C -0.47 0.49 -0.51

Computed properties:
LUMO (eV): -1.09
Energy (eV): -17685.164
ΔE to the lowest compared entry with this formula, charge and spin (kJ/mol): 316.8
Gap between HOMO and LUMO (eV): 7.482


No. 8
Molecular formula: C4H7NO
Method: DFT, ωB97M-V/def2-TZVPD

Last column: natural (NBO) charge in e.
CARTESIAN COORDINATES (ANGSTROEM)
C (-3.143, -0.089, -0.449)  -0.190
N (-2.192, -0.056, 0.451)  -0.021
O (-1.442, -1.045, 0.787)  -0.514
H (-3.865, 0.638, -0.491)  0.177
H (-3.345, -0.819, -1.119)  0.194
H (-2.197, 0.753, 0.994)  0.357
C (3.062, -1.098, -0.047)  -0.513
C (2.253, -0.097, 0.100)  0.134
C (1.545, 0.968, 0.464)  -0.496
H (3.268, -1.773, 0.785)  0.235
H (3.370, -1.239, -1.066)  0.225
H (2.043, 1.867, 0.723)  0.208
H (0.561, 1.140, 0.559)  0.204

Atoms 1-2, force components in eV/Å:
C 1.86 0.96 1.98
N -1.53 -3.78 -1.90

Computed properties:
LUMO (alpha / beta) (eV): 0.67 / 0.67
Energy (eV): -7793.682
SMILES string: C=[NH+][O-].C=C=C
ΔE to the lowest compared entry with this formula, charge and spin (kJ/mol): 575.3
Gap between HOMO and LUMO (alpha / beta) (eV): 9.745 / 9.746


Q: What is the formula in the eighth record?
A: C4H7NO


Q: The highest energy belongs to which entry?
A: C4H7NO


Q: The highest energy belongs to which entry?
A: C4H7NO